[1]
ORCA calculation (ωB97M-V/def2-TZVPD) on a gas-phase ion, C5H6N (charge +1) in a non-equilibrium geometry.

Summary:
gap between HOMO and LUMO	0.3525	Ha
net charge	+1
LUMO level	-6.027	eV
energy	-248.49184	Ha
SMILES	C1=C[C@H]2C[N+]2=C1
E_HOMO	-15.62	eV

```
12
C5H6N | OMol25 | ωB97M-V/def2-TZVPD
C 1.629 -0.217 0.053
C 0.926 0.975 0.099
C -0.458 0.720 0.523
C -1.575 -0.260 -0.221
N -0.539 -0.844 0.535
C 0.620 -1.292 0.085
H 2.694 -0.403 0.096
H 1.562 1.858 0.002
H -0.984 1.343 1.274
H -2.522 -0.411 0.158
H -1.590 -0.540 -1.331
H 0.758 -2.385 -0.220
```


[2]
ORCA calculation (ωB97M-V/def2-TZVPD) on 5 unconnected molecules or ions with the total composition C5H21NO6 in a non-equilibrium geometry.

Summary:
gap between HOMO and LUMO	0.3370	Ha
LUMO level	0.308	eV
energy	-709.23529	Ha
SMILES	C[C@H](NCO)[C@@H](C)O.O.O.O.O
E_HOMO	-8.86	eV

```
33
C5H21NO6 | OMol25 | ωB97M-V/def2-TZVPD
C 0.924 -0.070 -0.961
C 1.319 -0.675 0.377
N 0.480 -1.880 0.541
C 1.027 -3.147 0.105
O 0.907 -3.350 -1.305
C 0.973 0.289 1.567
C 2.004 1.400 1.978
O -0.195 0.981 1.116
H 1.401 -0.433 -1.920
H 1.200 0.969 -0.968
H -0.159 -0.212 -1.093
H 2.399 -0.904 0.445
H -0.486 -1.665 0.364
H 2.068 -3.172 0.426
H 0.469 -4.065 0.433
H 0.898 -2.525 -1.809
H 0.655 -0.184 2.484
H 2.911 1.389 1.312
H 2.262 1.418 3.068
H 1.468 2.319 1.804
H -0.192 1.834 0.682
O -3.397 -0.211 1.438
H -3.046 -1.100 1.428
H -3.457 0.312 2.239
O -1.145 -0.486 -3.825
H -1.239 0.459 -3.668
H -0.253 -0.700 -3.537
O -2.431 1.685 -0.012
H -3.235 1.712 -0.550
H -2.338 0.770 0.355
O -0.303 3.006 -1.117
H -1.070 2.446 -0.843
H -0.420 3.789 -0.554
```


[3]
ORCA calculation (ωB97M-V/def2-TZVPD) on C6H6ClNO3S2 in the gas phase in a non-equilibrium geometry.

Summary:
gap between HOMO and LUMO	0.3695	Ha
LUMO level	-0.247	eV
energy	-1769.15368	Ha
E_HOMO	-10.30	eV

```
19
C6H6ClNO3S2 | OMol25 | ωB97M-V/def2-TZVPD
C -1.239 -0.431 -2.844
C -1.962 0.405 -2.061
C 0.064 -0.845 -2.412
C -1.494 0.845 -0.862
C 0.562 -0.425 -1.143
C -0.266 0.425 -0.407
N 1.110 -0.698 1.559
O 1.718 -2.057 3.569
O 1.697 1.654 1.100
O -0.463 1.145 2.147
S 1.398 -0.740 3.027
S 0.525 0.848 1.134
Cl 2.571 0.809 3.716
H -1.685 -0.688 -3.775
H -2.966 0.805 -2.408
H 0.570 -1.570 -3.128
H -2.065 1.516 -0.359
H 1.466 -0.766 -0.684
H 0.460 -0.233 3.833
```


[4]
ORCA calculation (ωB97M-V/def2-TZVPD) on a molecular structure, C2H2O3 in a non-equilibrium geometry.

Summary:
gap between HOMO and LUMO	0.3538	Ha
LUMO level	-0.284	eV
energy	-303.08037	Ha
E_HOMO	-9.91	eV

```
7
C2H2O3 | OMol25 | ωB97M-V/def2-TZVPD
C -0.972 -0.113 -0.001
C 0.907 -0.597 0.010
O -0.820 1.189 -0.033
O -2.065 -0.651 0.013
O 1.586 0.377 0.067
H 1.228 -1.635 -0.055
H 0.136 1.432 -0.001
```


[5]
ORCA calculation (ωB97M-V/def2-TZVPD) on 2 unconnected molecules or ions with the total composition C4H6N2O3 in a non-equilibrium geometry.

Summary:
gap between HOMO and LUMO	0.3429	Ha
LUMO level	0.469	eV
energy	-491.16986	Ha
SMILES	ON1C=NCC1.O=C=O
E_HOMO	-8.86	eV

```
15
C4H6N2O3 | OMol25 | ωB97M-V/def2-TZVPD
O 0.234 1.194 2.117
N 0.059 0.506 0.914
C 0.395 1.348 -0.295
N 1.058 0.776 -1.212
C 1.310 -0.567 -0.835
C 0.864 -0.658 0.686
H -0.659 1.468 2.453
H 0.097 2.345 -0.434
H 2.334 -0.780 -0.965
H 0.700 -1.336 -1.234
H -0.012 -1.532 0.976
H 1.801 -0.760 1.240
O -2.533 -1.352 -2.055
C -2.717 -0.688 -1.115
O -2.931 0.035 -0.241
```


[6]
ORCA calculation (ωB97M-V/def2-TZVPD) on C6H8N2O in the gas phase in a non-equilibrium geometry.

Summary:
gap between HOMO and LUMO	0.3406	Ha
LUMO level	0.816	eV
energy	-418.07428	Ha
SMILES	C=C1N(C)[C@@]1(N)C=C=O
E_HOMO	-8.45	eV

```
17
C6H8N2O | OMol25 | ωB97M-V/def2-TZVPD
C 0.970 -1.589 1.431
C 0.516 -0.751 0.519
N 0.661 0.512 -0.004
C 0.695 1.723 0.766
C -0.579 -0.361 -0.364
N -1.863 -0.173 0.182
C -0.605 -0.673 -1.818
C 0.306 -0.246 -2.646
O 1.083 0.145 -3.409
H 0.515 -2.553 1.577
H 1.818 -1.331 2.047
H -0.127 1.785 1.497
H 1.646 1.780 1.304
H 0.632 2.571 0.079
H -2.342 0.642 -0.171
H -1.890 -0.228 1.196
H -1.436 -1.253 -2.185
```


[7]
ORCA calculation (ωB97M-V/def2-TZVPD) on ClHOS in the gas phase in a non-equilibrium geometry.

Summary:
gap between HOMO and LUMO	0.2376	Ha
LUMO level	-1.415	eV
energy	-934.04036	Ha
E_HOMO	-7.88	eV

```
4
ClHOS | OMol25 | ωB97M-V/def2-TZVPD
H 0.193 -1.106 1.820
O -0.895 0.885 -1.726
S 0.283 0.703 -0.818
Cl 0.419 -0.483 0.723
```


[8]
ORCA calculation (ωB97M-V/def2-TZVPD) on a molecular structure, C11H21LuNSi in a non-equilibrium geometry.

Summary:
gap between HOMO and LUMO (alpha / beta)	0.2248 / 0.1923	Ha
net charge	-1
LUMO level (alpha / beta)	3.061 / 3.121	eV
energy	-2011.36502	Ha
E_HOMO (alpha / beta)	-3.05 / -2.11	eV

```
35
C11H21LuNSi | OMol25 | ωB97M-V/def2-TZVPD
C -0.538 0.938 -3.322
C 0.861 0.947 -3.036
C 1.055 1.503 -1.734
C -0.224 1.939 -1.255
C -1.197 1.549 -2.213
Lu -0.181 -0.622 -1.474
N -3.624 0.111 -1.302
C 0.572 -2.495 -2.129
C 1.801 -1.851 -2.002
H 1.999 1.565 -1.195
H 1.632 0.567 -3.695
H -0.428 2.445 -0.317
H -2.260 1.755 -2.152
H -1.020 0.615 -4.247
H 2.328 -1.469 -2.876
H 0.158 -3.171 -1.359
H -3.763 -0.780 -1.853
H 2.466 -1.975 -1.145
H 0.065 -2.624 -3.105
C 1.779 -0.523 2.481
Si -0.024 -0.004 2.296
C -0.923 -0.458 3.891
C -0.022 1.882 2.252
C -0.808 -0.796 0.800
H 2.196 -0.146 3.428
H 2.399 -0.126 1.666
H 1.883 -1.616 2.485
H -0.440 -0.007 4.771
H -1.964 -0.106 3.878
H -0.945 -1.544 4.052
H 0.566 2.275 1.414
H -1.040 2.286 2.174
H 0.423 2.296 3.170
H -0.909 -1.909 0.963
H -1.873 -0.451 0.688
```


[9]
ORCA calculation (ωB97M-V/def2-TZVPD) on CH3N3O3 in the gas phase in a non-equilibrium geometry.

Summary:
gap between HOMO and LUMO	0.3726	Ha
LUMO level	0.644	eV
energy	-429.72519	Ha
SMILES	N/N=[N+](\[O-])OC=O
E_HOMO	-9.49	eV

```
10
CH3N3O3 | OMol25 | ωB97M-V/def2-TZVPD
N 1.009 -0.762 -1.427
N 0.412 0.110 -0.640
N 0.698 0.047 0.576
O 1.528 -0.687 1.123
O -0.161 0.844 1.387
C -1.439 0.939 0.864
O -2.316 1.540 1.353
H 1.479 -1.480 -0.904
H 0.478 -0.953 -2.282
H -1.689 0.402 -0.050
```